No. 1
63
Properties=species:S:1:pos:R:3:forces:R:3 method="wB97M-V/def2-TZVPD" total_charge=-1 multiplicity=1 total_energy_ha=-1552.08898
C -3.33971 -1.19293 2.69951 -0.2 -0.2 0.1
C -2.44106 -0.03864 2.35916 0.2 -0.2 -0.1
O -1.09031 -0.48932 2.59779 -1.0 0.4 0.0
C -0.23203 0.54556 2.53363 1.8 1.2 0.9
C 0.98900 0.32343 3.37717 -0.1 -4.7 -2.4
C 2.05551 -0.35236 2.62668 -1.6 1.4 0.7
C 2.60310 -1.57726 3.30857 0.6 -0.3 -0.1
O 2.46210 0.07634 1.54326 0.6 -0.6 -0.3
O -0.47751 1.57445 1.92822 -0.1 -0.6 0.0
H -4.37931 -0.89964 2.54908 -0.1 -0.1 0.0
H -3.12113 -2.05480 2.06212 0.0 0.1 0.1
H -3.21438 -1.47942 3.74945 0.0 0.0 -0.2
H -2.53601 0.26621 1.30812 -0.1 0.0 0.3
H -2.62877 0.82442 3.01496 0.0 -0.2 -0.3
H 0.73379 -0.19818 4.29570 0.0 -0.2 -0.3
H 1.82171 -2.34821 3.35030 0.2 0.2 0.0
H 3.45910 -1.94701 2.74142 0.0 -0.1 0.1
H 2.91573 -1.34075 4.33447 -0.1 -0.1 -0.2
C -1.40906 4.92153 5.86155 -0.1 0.2 -0.1
C -1.14303 3.92659 6.97980 0.3 -0.7 0.3
C -2.03386 4.16560 8.19816 0.3 -0.1 -0.2
O -1.42642 2.57004 6.55398 0.1 0.9 0.4
C -0.54815 2.00962 5.67834 0.6 -1.0 -1.1
O -0.82557 0.92155 5.21223 -0.5 1.2 0.8
C 0.70683 2.77472 5.39238 -0.2 0.2 2.2
C 1.46073 2.54509 4.30189 -0.1 2.6 -0.1
C 2.55875 3.36031 3.86850 1.0 1.0 -0.2
C 2.71050 4.72567 4.22620 0.3 -0.8 -0.2
C 3.86318 5.43866 3.93172 0.2 -0.8 -0.3
C 4.96411 4.78222 3.30440 -1.6 -1.0 0.2
N 6.15163 5.42526 3.12400 1.3 0.6 0.3
C 6.24505 6.86309 3.25663 -0.2 -0.1 -0.1
C 5.40593 7.37333 4.41453 0.0 0.0 0.2
C 3.96718 6.87287 4.33175 -0.2 0.6 0.0
C 7.22894 4.82092 2.37028 -0.2 0.0 -0.1
C 7.28003 3.31797 2.56981 -0.1 -0.1 0.1
C 5.92674 2.68823 2.25048 0.3 -0.3 -0.6
C 4.79381 3.43745 2.86968 -0.2 1.1 0.3
C 3.57175 2.82018 3.03668 -0.6 -0.2 0.8
C 1.19370 3.54050 6.59810 0.5 -0.2 -0.8
O 2.35514 3.71869 6.88645 -0.9 0.0 0.2
O 0.21798 3.99825 7.45058 -0.5 0.1 -0.1
H -0.81495 4.70832 4.96243 -0.2 0.1 0.3
H -2.47511 4.87418 5.60336 0.3 0.0 0.0
H -1.18480 5.93438 6.22478 0.0 -0.3 -0.1
H -1.82879 3.39316 8.94577 0.0 0.2 -0.1
H -1.82079 5.15011 8.62262 0.0 -0.1 -0.1
H -3.08313 4.10695 7.89616 0.2 0.0 0.1
H 1.27057 1.55582 3.69046 -0.1 0.7 -0.1
H 1.89366 5.21559 4.75956 0.3 0.0 -0.1
H 7.30127 7.10895 3.41165 -0.1 0.1 0.0
H 5.93085 7.35132 2.31580 0.0 0.0 0.1
H 5.85049 7.04137 5.36015 0.0 0.0 -0.1
H 5.41951 8.46479 4.40592 0.1 0.0 0.1
H 3.40554 7.48931 3.61341 0.1 0.0 0.1
H 3.47650 7.00309 5.30277 0.0 0.1 -0.1
H 7.10777 5.04889 1.29618 0.1 -0.1 0.0
H 8.16377 5.28825 2.70127 -0.1 -0.1 -0.1
H 8.05125 2.89700 1.92144 0.0 0.0 0.1
H 7.55281 3.08608 3.60603 0.0 0.1 -0.1
H 5.78524 2.64547 1.15976 0.1 0.0 0.1
H 5.90644 1.65035 2.60576 0.0 0.2 -0.1
H 3.40178 1.85816 2.55633 0.1 -0.1 0.3

---

No. 2
69
Properties=species:S:1:pos:R:3:forces:R:3 method="wB97M-V/def2-TZVPD" total_charge=-2 multiplicity=1 total_energy_ha=-12034.38059
Ag -0.03950 0.08346 -0.71851 0.3 -0.1 -0.1
C 1.31241 -2.21299 2.69688 0.0 0.1 -0.1
C 2.10960 -2.97235 1.63052 0.0 0.0 0.1
C 2.06186 -2.40906 0.20281 0.1 0.3 -0.1
N 0.74220 -2.03763 -0.28607 -0.3 0.2 0.1
C -0.18509 -2.94597 -0.32676 -0.3 -0.5 -0.1
C 0.06642 -4.36257 -0.29099 -0.2 0.2 0.0
C -0.73923 -5.42193 0.09767 0.0 0.1 0.0
C -1.98880 -5.42542 0.70380 0.0 0.2 0.0
C -2.74616 -4.26427 0.93691 0.0 -0.1 0.0
C -2.59442 -3.00399 0.42435 0.3 0.0 -0.2
C -1.61439 -2.48323 -0.52895 0.1 -0.2 0.4
N -1.83064 -1.55310 -1.39043 -0.3 0.0 -0.1
C -3.21138 -1.15279 -1.66583 0.2 0.1 0.1
C -3.43264 0.35930 -1.71632 0.2 0.0 0.1
C -3.44220 1.07061 -0.36340 0.2 -0.1 0.0
N -2.10378 1.03279 0.21275 -0.1 -0.3 0.1
C -1.84401 1.51055 1.35606 0.1 0.2 0.1
C -2.79710 2.15599 2.28559 0.2 -0.1 -0.2
C -2.62503 3.43394 2.63153 0.2 0.3 -0.1
C -1.58153 4.35199 2.13487 -0.2 -0.3 0.0
C -0.39308 4.08989 1.57067 0.0 -0.2 0.1
C 0.34738 2.80717 1.38108 -0.5 -0.3 -0.2
C -0.37825 1.53042 1.73639 -0.1 0.3 -0.1
N 0.10629 0.44899 2.18427 0.2 0.1 0.1
C 1.55217 0.35108 2.37200 -0.1 -0.1 -0.1
C 1.91123 -0.88665 3.18908 0.0 0.0 0.0
H 1.20626 -2.88038 3.55704 0.0 0.0 0.0
H 0.29799 -2.02580 2.33367 0.0 0.0 0.0
H 1.75601 -4.00586 1.62075 0.0 0.0 0.0
H 3.16797 -2.99968 1.91735 0.0 0.0 0.0
H 2.54632 -3.14584 -0.45936 0.0 0.0 0.0
H 2.68236 -1.51052 0.16489 0.0 -0.1 -0.1
H 1.07528 -4.62900 -0.59142 0.0 0.0 0.0
H -0.27775 -6.40016 -0.02268 0.0 0.0 0.0
H -2.37393 -6.36866 1.07349 0.0 0.0 0.0
H -3.59950 -4.38231 1.60113 0.0 0.0 0.0
H -3.31064 -2.26337 0.75916 0.0 0.0 0.0
H -3.92907 -1.58646 -0.96672 -0.1 -0.1 0.0
H -3.46357 -1.56279 -2.64914 0.0 0.0 -0.1
H -4.38650 0.54400 -2.21980 0.0 0.0 0.0
H -2.64604 0.81829 -2.32340 0.0 0.0 0.0
H -4.18781 0.62910 0.31040 0.0 -0.1 0.0
H -3.71778 2.11927 -0.50382 -0.1 0.0 0.0
H -3.62433 1.57066 2.67272 0.0 0.0 0.0
H -3.36072 3.87253 3.29979 0.0 0.1 0.0
H -1.83394 5.40545 2.20842 0.0 0.0 0.0
H 0.15841 4.95998 1.22909 0.0 0.0 0.0
H 1.29930 2.89022 1.90486 0.1 0.0 0.0
H 1.96778 1.24262 2.84871 0.0 0.0 0.1
H 2.01740 0.30758 1.37975 0.0 0.0 0.0
H 1.57849 -0.71743 4.21786 0.0 0.0 0.0
H 3.00464 -0.95685 3.22277 0.0 0.0 0.0
Se 0.94538 6.51396 -0.79139 0.1 0.0 -0.1
Sb 2.65542 4.80870 -0.54523 0.2 0.2 0.1
Se 3.51358 4.47141 1.69900 -0.1 0.0 -0.1
Se 4.24825 4.70343 -2.36089 -0.2 0.0 0.2
Se 0.89262 2.54773 -0.54538 0.0 0.4 0.1
S 4.43772 0.25504 -1.03786 -0.1 -0.1 -0.2
C 3.41970 0.18533 -2.33173 0.1 0.0 0.1
N 2.85441 -0.93746 -2.85358 0.0 0.1 0.1
C 1.74262 -0.71029 -3.76658 0.2 0.0 0.0
C 2.12613 0.56593 -4.50028 -0.2 0.0 0.1
S 2.90798 1.59906 -3.22405 0.1 -0.1 -0.2
H 2.82686 -1.72687 -2.22766 0.0 -0.1 0.1
H 0.80648 -0.58146 -3.21591 -0.1 0.0 0.1
H 1.63663 -1.55543 -4.44718 0.0 0.0 0.0
H 1.25666 1.08146 -4.90373 0.0 0.0 0.0
H 2.83992 0.37002 -5.30055 0.0 0.0 0.0